The following is a DFT calculation (wB97M-V/def2-TZVPD) of C39H33F6N3O6S4Sb2Sn as an isolated structure.

Computed properties:
molar mass	1244.20	g/mol
HOMO-LUMO gap	6.8	eV
relative energy (zero: lowest compared OMol25 entry of this formula, charge and spin)	217.1	kJ/mol

The geometry in ORCA input format:
```
! RIJCOSX wB97M-V def2-TZVPD def2/J DEFGRID3
* xyz -2 1
Sn -1.567 1.202 1.277
C 2.004 -0.929 1.740
C 3.214 -0.032 1.530
C 2.916 1.396 1.082
Sb 2.506 2.180 -0.945
C 4.324 1.291 -1.874
C 5.208 2.138 -2.533
C 6.289 1.645 -3.248
C 6.513 0.279 -3.317
C 5.644 -0.582 -2.665
C 4.567 -0.076 -1.957
C 1.260 1.029 -2.342
C 1.764 0.727 -3.605
C 0.934 0.237 -4.601
C -0.424 0.084 -4.376
C -0.942 0.405 -3.133
C -0.101 0.862 -2.133
Sb 1.513 -1.968 -0.138
C -0.308 -2.869 -0.975
C 0.036 -3.505 -2.162
C -0.932 -4.021 -3.004
C -2.270 -3.902 -2.661
C -2.622 -3.276 -1.476
C -1.645 -2.748 -0.642
C 2.274 -3.874 0.568
C 3.641 -4.016 0.777
C 4.186 -5.237 1.140
C 3.365 -6.344 1.288
C 1.999 -6.214 1.089
C 1.461 -4.987 0.732
H 1.165 -0.344 2.115
H 2.229 -1.713 2.460
H 3.920 -0.503 0.835
H 3.734 0.053 2.496
H 3.764 2.040 1.336
H 2.053 1.772 1.623
H 5.031 3.208 -2.496
H 6.956 2.325 -3.765
H 7.347 -0.111 -3.887
H 5.798 -1.653 -2.723
H 3.879 -0.769 -1.492
H 2.814 0.868 -3.821
H 1.350 -0.004 -5.572
H -1.073 -0.273 -5.164
H -2.000 0.308 -2.930
H -0.527 1.114 -1.171
H 1.086 -3.582 -2.432
H -0.649 -4.500 -3.934
H -3.037 -4.284 -3.325
H -3.668 -3.197 -1.204
H -1.931 -2.258 0.280
H 4.296 -3.161 0.642
H 5.253 -5.331 1.304
H 3.789 -7.303 1.557
H 1.353 -7.074 1.210
H 0.396 -4.883 0.576
O 1.400 4.221 1.172
C 0.322 3.842 0.720
O 0.110 2.611 0.391
C -0.737 4.841 0.382
C -0.227 6.088 0.014
C -1.034 7.097 -0.465
C -2.399 6.867 -0.578
C -2.924 5.649 -0.205
C -2.115 4.615 0.285
S -3.019 3.187 0.802
H 0.840 6.226 0.114
H -0.612 8.052 -0.751
H -3.053 7.649 -0.946
H -3.989 5.469 -0.259
C 1.418 1.914 4.565
C 0.110 2.275 4.087
N -0.938 2.556 3.717
H 1.500 0.826 4.547
H 1.570 2.278 5.579
H 2.167 2.345 3.901
S -0.721 -1.171 4.462
C -0.559 -1.935 3.048
N -0.373 -2.419 2.000
F -4.314 0.204 -0.755
C -5.346 -0.226 -0.009
F -6.179 0.805 0.119
F -5.950 -1.173 -0.725
S -4.684 -0.810 1.662
O -3.413 -0.134 1.666
O -4.677 -2.230 1.598
N -5.598 -0.165 2.752
S -7.059 -0.764 2.782
O -7.387 -1.593 3.900
O -7.538 -1.165 1.491
C -7.986 0.827 3.165
F -7.694 1.818 2.325
F -9.316 0.629 3.090
F -7.731 1.256 4.405
*
```